(1)
Below is the molecule C19H24N4O3, with properties calculated with wB97M-V/def2-TZVPD.

Calculated values
* HOMO level: -7.53 eV
* SMILES string: Cc1ccc(-n2c(O)c(/C=N/N3CCCCCC3)c(=O)[nH]c2=O)cc1C
* energy relative to the best compared isomer or geometry (same formula, charge and spin): 157.07 kJ/mol
* charge: 0
* E_LUMO: 0.72 eV

Element x y z (Å)
1 C 1.1333 4.8560 4.0639
2 C 1.2599 3.5172 3.4053
3 C 0.1359 2.7296 3.1994
4 C 0.2265 1.4859 2.6030
5 C 1.4663 1.0271 2.1924
6 N 1.5871 -0.2609 1.5808
7 C 0.9301 -0.5242 0.4108
8 O 0.2404 0.4835 -0.1043
9 C 0.9981 -1.7584 -0.1960
10 C 0.3131 -2.0354 -1.4382
11 N -0.3714 -1.1120 -2.0094
12 N -0.9950 -1.2150 -3.1810
13 C -1.9490 -0.1634 -3.4358
14 C -3.2056 -0.2143 -2.5440
15 C -3.5923 -1.6248 -2.0919
16 C -3.5905 -2.6779 -3.2054
17 C -2.2388 -3.3771 -3.3524
18 C -1.1447 -2.4565 -3.9042
19 C 1.7739 -2.8147 0.4090
20 O 1.9075 -3.9458 -0.0099
21 N 2.4108 -2.4284 1.5890
22 C 2.3699 -1.2142 2.2209
23 O 2.9569 -0.9949 3.2526
24 C 2.5986 1.8005 2.3855
25 C 2.5100 3.0429 2.9947
26 C 3.7447 3.8628 3.2058
27 H 0.0971 5.0663 4.3149
28 H 1.4979 5.6437 3.4054
29 H 1.7254 4.8897 4.9778
30 H -0.8303 3.0916 3.5197
31 H -0.6539 0.8797 2.4577
32 H -0.1583 0.1319 -0.9638
33 H 0.4411 -3.0454 -1.8165
34 H -2.2325 -0.2362 -4.4869
35 H -1.4444 0.7961 -3.2877
36 H -3.0405 0.3909 -1.6510
37 H -4.0334 0.2325 -3.0976
38 H -4.5894 -1.5659 -1.6508
39 H -2.9123 -1.9488 -1.3008
40 H -3.8815 -2.2213 -4.1536
41 H -4.3354 -3.4404 -2.9683
42 H -1.9333 -3.7628 -2.3774
43 H -2.3371 -4.2280 -4.0295
44 H -1.3735 -2.1942 -4.9407
45 H -0.1831 -2.9778 -3.8968
46 H 2.9698 -3.1398 2.0467
47 H 3.5584 1.4224 2.0683
48 H 3.8905 4.0653 4.2661
49 H 3.6622 4.8211 2.6938
50 H 4.6211 3.3419 2.8307



(2)
Below is the molecule C19H24N4O5S2 in a non-equilibrium geometry, with properties calculated with wB97M-V/def2-TZVPD.

Calculated values
* HOMO level: -8.32 eV
* SMILES string: COc1ccc(S(=O)(=O)N2CCC(C(=O)NCCC(=O)Nc3nccs3)CC2)cc1
* energy relative to the best compared isomer or geometry (same formula, charge and spin): 75.22 kJ/mol
* charge: 0
* E_LUMO: 0.41 eV

Element x y z (Å)
1 C 2.1531 -1.4079 -6.6774
2 O 2.3218 -2.1834 -5.5111
3 C 1.7626 -1.7624 -4.3561
4 C 1.0279 -0.5862 -4.2085
5 C 0.5017 -0.2561 -2.9709
6 C 0.7067 -1.0889 -1.8900
7 S -0.0024 -0.6942 -0.3055
8 O -0.7267 0.5530 -0.4067
9 O -0.7536 -1.8185 0.1685
10 N 1.3338 -0.5521 0.6886
11 C 2.3133 0.4169 0.2443
12 C 1.9648 1.8546 0.6351
13 C 1.7038 1.9780 2.1476
14 C 0.3973 2.6828 2.5366
15 O 0.3690 3.4044 3.5170
16 N -0.6795 2.4416 1.7726
17 C -1.9722 3.0086 2.0774
18 C -3.0246 1.9070 2.2340
19 C -3.4239 1.3686 0.8816
20 O -3.7486 2.0731 -0.0457
21 N -3.4905 -0.0004 0.7234
22 C -3.0731 -1.0276 1.5197
23 N -2.4225 -0.9464 2.6283
24 C -2.1779 -2.1725 3.1547
25 C -2.6603 -3.2219 2.4500
26 S -3.4705 -2.6694 1.0354
27 C 1.7478 0.6056 2.8428
28 C 0.9467 -0.4539 2.0985
29 C 1.4279 -2.2648 -2.0220
30 C 1.9573 -2.5988 -3.2481
31 H 2.5933 -0.4129 -6.5642
32 H 2.6781 -1.9465 -7.4642
33 H 1.0969 -1.3136 -6.9456
34 H 0.8573 0.0727 -5.0442
35 H -0.0749 0.6452 -2.8325
36 H 3.2821 0.1288 0.6634
37 H 2.3775 0.3265 -0.8426
38 H 1.0916 2.1670 0.0628
39 H 2.7925 2.5035 0.3442
40 H 2.4878 2.5896 2.6062
41 H -0.6561 1.8023 0.9867
42 H -2.2802 3.6842 1.2718
43 H -1.8605 3.5732 3.0060
44 H -2.6540 1.1109 2.8759
45 H -3.9227 2.3434 2.6775
46 H -3.7965 -0.2760 -0.2033
47 H -1.6289 -2.2300 4.0767
48 H -2.5883 -4.2677 2.6650
49 H 1.3476 0.7047 3.8528
50 H 2.7858 0.2777 2.9279
51 H 1.1049 -1.4380 2.5535
52 H -0.1229 -0.2317 2.1592
53 H 1.5557 -2.8973 -1.1589
54 H 2.5242 -3.5050 -3.3881



(3)
Below is the molecule C19H24N4O6S in a non-equilibrium geometry, with properties calculated with wB97M-V/def2-TZVPD.

Calculated values
* HOMO level: -7.99 eV
* SMILES string: CCOC(=O)N1CCN(C(=O)CSc2nnc(-c3cc(OC)ccc3OC)o2)CC1
* energy relative to the best compared isomer or geometry (same formula, charge and spin): 232.99 kJ/mol
* charge: 0
* E_LUMO: 0.51 eV

Element x y z (Å)
1 C -8.7536 -1.3064 -1.1109
2 C -7.3395 -1.7751 -1.4201
3 O -6.3853 -0.7304 -1.2343
4 C -5.9806 -0.5235 0.0380
5 O -6.3227 -1.1995 0.9796
6 N -5.1609 0.5529 0.1427
7 C -4.5937 1.2610 -0.9831
8 C -3.1085 0.9099 -1.1130
9 N -2.4270 1.1844 0.1378
10 C -1.4897 2.1587 0.1725
11 O -1.1869 2.7995 -0.8126
12 C -0.7922 2.4138 1.5019
13 S 0.1174 0.9379 2.0863
14 C 1.6242 1.2220 1.2968
15 N 2.0601 2.3294 0.7788
16 N 3.2855 2.0660 0.3056
17 C 3.5501 0.8162 0.5575
18 C 4.7658 0.1212 0.2115
19 C 5.7253 0.8107 -0.5184
20 C 6.9176 0.2001 -0.8931
21 O 7.7853 0.9653 -1.6095
22 C 9.0010 0.3923 -2.0253
23 C 7.1366 -1.1217 -0.5202
24 C 6.1845 -1.8142 0.2114
25 C 4.9897 -1.2181 0.5904
26 O 4.0131 -1.8307 1.3072
27 C 4.2047 -3.1625 1.7164
28 O 2.5124 0.2176 1.1981
29 C -2.9887 0.4570 1.2526
30 C -4.4784 0.8056 1.3912
31 H -9.4570 -2.1056 -1.3255
32 H -8.8310 -1.0407 -0.0596
33 H -9.0042 -0.4382 -1.7160
34 H -7.0730 -2.6189 -0.7755
35 H -7.2384 -2.0606 -2.4694
36 H -5.1321 0.9919 -1.8894
37 H -4.6986 2.3367 -0.8040
38 H -2.6362 1.5098 -1.8919
39 H -3.0005 -0.1541 -1.3495
40 H -0.0532 3.2002 1.3531
41 H -1.4918 2.6896 2.2895
42 H 5.5351 1.8334 -0.7976
43 H 9.5197 1.1741 -2.5776
44 H 9.6153 0.0853 -1.1724
45 H 8.8375 -0.4667 -2.6844
46 H 8.0461 -1.6344 -0.7898
47 H 6.3936 -2.8370 0.4813
48 H 5.0768 -3.2613 2.3708
49 H 3.3063 -3.4275 2.2716
50 H 4.3123 -3.8357 0.8598
51 H -2.4663 0.6801 2.1795
52 H -2.8914 -0.6166 1.0538
53 H -4.9443 0.1916 2.1628
54 H -4.5903 1.8652 1.6444